{"formula": "C47H60BrGeN4O3P2RbS2Te", "method": "ωB97M-V with the def2-TZVPD basis set", "elements": ["Rb", "O", "C", "C", "C", "N", "C", "Br", "C", "H", "H", "H", "H", "C", "P", "C", "N", "C", "C", "C", "C", "C", "C", "N", "C", "P", "C", "C", "C", "C", "C", "C", "C", "C", "C", "H", "H", "H", "H", "H", "H", "H", "H", "H", "H", "H", "H", "H", "H", "H", "H", "H", "H", "H", "H", "H", "H", "H", "H", "H", "H", "H", "H", "O", "H", "H", "N", "C", "H", "C", "Te", "C", "H", "H", "H", "H", "H", "H", "C", "O", "C", "S", "S", "H", "H", "H", "C", "Ge", "C", "C", "C", "C", "C", "C", "C", "C", "C", "C", "C", "C", "C", "C", "C", "C", "C", "C", "H", "H", "H", "H", "H", "H", "H", "H", "H", "H", "H", "H", "H", "H", "H", "H"], "positions_angstrom": [[-22.5237, -6.3093, 10.2909], [-24.5694, -13.2932, 11.1816], [-24.2301, -11.9704, 11.4382], [-25.1518, -11.0142, 11.1721], [-24.7134, -9.7239, 11.2557], [-23.4221, -9.3539, 11.4274], [-22.5284, -10.3150, 11.5723], [-23.8611, -3.4529, 10.7558], [-22.8740, -11.6185, 11.6069], [-25.4353, -13.4498, 10.7137], [-26.1464, -11.2166, 10.7919], [-25.2504, -8.7843, 11.1188], [-22.0941, -12.3166, 11.8638], [-23.0158, -11.7758, 8.3010], [-23.1946, -9.9881, 7.6451], [-25.0212, -9.7441, 7.6831], [-25.7009, -10.9503, 7.8688], [-27.0145, -10.8584, 8.0755], [-27.7902, -11.9975, 8.4267], [-29.1566, -11.8928, 8.6319], [-29.7927, -10.6106, 8.4073], [-29.0626, -9.5119, 8.1012], [-27.7206, -9.5658, 7.9926], [-27.0035, -8.4360, 7.6867], [-25.6393, -8.5401, 7.6302], [-24.9646, -6.8347, 7.5324], [-25.4350, -6.3985, 9.2104], [-26.2070, -5.7693, 6.5745], [-27.5430, -5.4329, 7.1970], [-25.4566, -4.4422, 6.5055], [-26.3920, -6.2967, 5.1429], [-22.9029, -10.1602, 5.6981], [-22.6164, -8.8147, 4.9843], [-21.6050, -11.0648, 5.7670], [-23.9608, -11.0229, 4.9772], [-21.9500, -11.9177, 8.5162], [-23.2701, -12.5286, 7.5513], [-23.6360, -11.8821, 9.1897], [-27.3704, -12.9968, 8.4522], [-29.7304, -12.7496, 8.8386], [-30.9054, -10.4796, 8.5067], [-29.6174, -8.6514, 7.9838], [-26.5110, -6.4954, 9.3248], [-25.3092, -5.3015, 9.3851], [-24.9845, -7.0393, 9.9518], [-27.3593, -4.8833, 8.1015], [-28.1012, -6.3291, 7.3912], [-28.1572, -4.8324, 6.5205], [-25.3350, -4.0635, 7.4974], [-26.0492, -3.7321, 6.0219], [-24.4859, -4.5551, 6.0351], [-26.8911, -7.3254, 5.0621], [-25.4905, -6.3133, 4.6100], [-27.0420, -5.6282, 4.5915], [-21.7335, -8.3559, 5.4408], [-23.3676, -8.0278, 5.0853], [-22.4568, -9.0768, 3.9141], [-20.9159, -10.7390, 6.5582], [-21.0772, -10.8711, 4.7882], [-21.9258, -12.1495, 5.8406], [-24.9189, -10.2642, 4.8630], [-24.2475, -11.8978, 5.4776], [-23.7436, -11.2596, 3.9395], [-19.1157, -9.7185, 12.7637], [-18.2120, -9.8341, 12.4952], [-21.4831, -9.9740, 11.7205], [-19.8407, -8.9491, 10.0102], [-20.3350, -8.2774, 9.1044], [-19.5468, -9.3902, 11.9006], [-18.5144, -11.5600, 8.7412], [-16.8451, -12.4319, 9.7543], [-15.4515, -10.7995, 9.4076], [-18.5340, -10.5076, 8.9181], [-19.3425, -12.1414, 9.2647], [-18.5102, -11.7325, 7.6234], [-16.1164, -9.9011, 9.4070], [-15.0897, -10.9023, 8.3172], [-14.7060, -10.6038, 10.1464], [-25.9789, -8.3553, -0.4883], [-24.5981, -8.6828, -0.6040], [-23.6802, -8.2200, 0.2252], [-22.2650, -9.1895, 0.1215], [-24.0577, -6.9844, 1.2646], [-26.5407, -8.8125, -1.3503], [-26.1411, -7.3095, -0.5042], [-26.3214, -8.7107, 0.5069], [-20.8403, -7.4799, 8.1770], [-19.8954, -6.4918, 6.9256], [-19.2088, -7.5054, 5.3203], [-18.4996, -8.6882, 5.5888], [-18.2046, -9.6900, 4.6847], [-18.4737, -9.4510, 3.3880], [-19.0456, -8.2358, 3.0120], [-19.5150, -7.3889, 3.9742], [-18.1548, -5.5584, 7.6038], [-18.2365, -4.7786, 8.7283], [-17.3981, -3.7264, 8.9828], [-16.4135, -3.4240, 8.0176], [-16.2221, -4.2423, 6.8877], [-17.0758, -5.3474, 6.6810], [-20.7698, -4.8128, 6.3927], [-21.8435, -4.3658, 7.1377], [-22.3329, -3.0718, 6.8951], [-21.7996, -2.2992, 5.9547], [-20.7719, -2.7823, 5.1503], [-20.1425, -3.9702, 5.4529], [-21.8685, -7.5285, 7.8913], [-18.2738, -8.9189, 6.5978], [-17.7389, -10.6406, 4.9725], [-18.2011, -10.2763, 2.7350], [-19.1934, -8.1352, 1.9439], [-20.0804, -6.4956, 3.6577], [-19.0323, -5.0608, 9.4178], [-17.4975, -3.2010, 9.9756], [-15.8498, -2.5000, 8.0529], [-15.4026, -4.1244, 6.1399], [-17.0301, -5.9307, 5.7911], [-22.1951, -4.9400, 7.9599], [-23.0955, -2.7003, 7.5794], [-22.2519, -1.3259, 5.8260], [-20.4198, -2.1042, 4.3836], [-19.3537, -4.3273, 4.8236]], "gap_ev": 4.6, "total_charge": -2, "energy_ev": -236569.3599, "de_lowest_kcal_mol": 0.00, "homo_energy_ev": -2.18}